## a
{
  "formula": "CHBrClNO2",
  "method": "ωB97M-V with the def2-TZVPD basis set",
  "elements": ["C", "N", "O", "O", "Cl", "Br", "H"],
  "xyz": [[1.06802, -0.81149, -0.16300], [-1.80036, 1.19052, 0.39674], [-2.21841, 1.49647, -0.64960], [-0.76169, 0.58807, 0.49155], [1.00958, -1.54856, 1.39591], [2.44779, 0.31691, -0.64966], [0.25507, -1.23193, -0.82195]],
  "orbital_gap_ev": [10.42, 5.76],
  "spin_multiplicity": 1,
  "lumo_energy_ev": [-0.41, -2.43],
  "e_homo_ev": [-10.8291, -8.1911]
}

## b
{
  "formula": "CHBrClNO2",
  "method": "ωB97M-V with the def2-TZVPD basis set",
  "elements": ["C", "N", "O", "O", "Cl", "Br", "H"],
  "xyz": [[-0.18727, 0.40213, -0.31386], [0.49864, -0.66310, 0.52760], [-0.24920, -1.33698, 1.12508], [1.64548, -0.70387, 0.47307], [0.65360, 1.99766, -0.43167], [-2.10254, 0.61707, 0.25069], [-0.25871, -0.31291, -1.63090]],
  "orbital_gap_ev": 10.42,
  "spin_multiplicity": 1,
  "lumo_energy_ev": -0.43,
  "e_homo_ev": -10.8440
}

Most stable structure - b; separation to the second - 67.5 kJ/mol.